36
Properties=species:S:1:pos:R:3 method="wB97M-V/def2-TZVPD" largest_force_ev_per_a=1.43 e_above_lowest_ev=0.000 e_lumo_ev=-1.6 homo_ev=-8.44
Na 1.1754 -4.7341 -0.6911
Br 2.2704 -2.0932 -0.5103
C 2.3284 1.0813 2.3859
C 2.5471 1.9914 1.1986
C 3.0438 3.3772 1.5434
O 2.1294 4.0170 2.3847
C 2.4878 5.3459 2.6397
N 3.4566 1.3748 0.2104
H 1.5782 1.5142 3.0510
H 3.2254 1.0246 3.0133
H 2.0098 0.0980 2.0469
H 1.5635 2.1083 0.7066
H 3.2122 3.9587 0.6228
H 4.0361 3.2642 2.0158
H 1.9071 5.7030 3.4882
H 2.2648 5.9712 1.7641
H 3.5500 5.4521 2.8842
H 3.3698 1.8809 -0.6640
H 3.1197 0.4346 0.0241
C -2.3157 -1.2295 -0.4172
C -2.2266 -2.2895 -1.4906
C -3.2897 -2.1748 -2.5673
O -4.6010 -2.4546 -2.1333
C -4.8392 -3.8119 -1.8870
N -0.9058 -2.2287 -2.1182
H -1.6770 -1.4498 0.4359
H -3.3437 -0.9825 -0.1566
H -1.9316 -0.2790 -0.8223
H -2.3297 -3.2589 -0.9671
H -3.0194 -2.8220 -3.4170
H -3.2831 -1.1462 -2.9350
H -4.5879 -4.4169 -2.7737
H -5.8971 -3.9235 -1.6632
H -4.2667 -4.2236 -1.0474
H -0.6195 -3.0122 -2.6912
H -0.1420 -2.0664 -1.4631

=====

37
Properties=species:S:1:pos:R:3 method="wB97M-V/def2-TZVPD" largest_force_ev_per_a=2.54 e_above_lowest_ev=0.874 s_squared=6.010 multiplicity=5 e_lumo_ev="0.1 / 0.0" homo_ev="-6.70 / -7.24"
Cr -7.8224 11.2519 -16.2784
I -5.1658 11.0983 -17.3170
F -7.9386 9.2748 -15.8583
C -10.8929 13.1411 -17.6666
C -10.8221 11.6461 -17.3791
C -10.2264 10.8412 -18.5635
O -8.8404 10.8028 -18.4125
C -8.2216 9.9477 -19.3914
N -10.0467 11.3532 -16.1257
H -10.5701 13.8432 -16.8950
H -11.9277 13.3854 -17.9074
H -10.2308 13.3810 -18.5001
H -11.7952 11.1874 -17.1865
H -10.5660 11.3806 -19.4529
H -10.6969 9.8570 -18.4716
H -8.8258 9.0396 -19.4054
H -7.2468 9.6514 -19.0043
H -8.0349 10.4643 -20.3323
H -10.6433 11.6998 -15.3766
H -10.1281 10.3401 -15.9676
C -8.1559 14.1522 -12.9711
C -8.1909 13.2860 -14.2367
C -7.8096 14.0892 -15.4682
O -7.7692 13.2919 -16.6615
C -7.4381 14.0225 -17.8417
N -7.3594 12.0688 -14.1679
H -7.8360 13.5124 -12.1481
H -9.1286 14.5586 -12.7001
H -7.4370 14.9685 -13.0674
H -9.2314 13.0363 -14.4508
H -6.7837 14.4599 -15.3243
H -8.4663 14.9464 -15.6435
H -7.3272 13.2362 -18.5838
H -6.4856 14.5463 -17.7372
H -8.2178 14.7577 -18.0566
H -6.4943 12.3139 -13.6881
H -7.7844 11.4270 -13.4990

=====

45
Properties=species:S:1:pos:R:3 method="wB97M-V/def2-TZVPD" largest_force_ev_per_a=0.60 e_lumo_ev=-0.8 homo_ev=-9.73
N -1.8435 3.1572 4.8465
C -1.9606 3.8817 3.5919
C -0.5924 4.3183 2.9769
N 0.5589 3.9887 3.8422
I 1.2098 5.5221 5.0237
S 1.7407 3.0674 3.1987
O 2.9275 3.7783 2.8891
O 1.1443 2.1736 2.2697
F 2.0950 2.2281 4.4672
H -2.0852 3.7135 5.6517
H -2.3802 2.3049 4.8567
H -2.4597 3.2444 2.8636
H -2.5679 4.7810 3.7150
H -0.5965 5.3922 2.8029
H -0.4495 3.8300 2.0165
O 1.7601 1.6891 -4.0409
S 0.6629 0.9063 -3.5571
O -0.4290 1.5556 -2.8961
O 1.2312 -0.2581 -2.6445
C 2.1496 0.1118 -1.5778
C 1.4644 0.7530 -0.3932
C 0.0355 -0.1077 -4.8494
H 2.9187 0.7606 -1.9979
H 2.6182 -0.8322 -1.3060
H 1.0485 1.7253 -0.6504
H 2.1874 0.8907 0.4079
H 0.6532 0.1260 -0.0226
H 0.8661 -0.6187 -5.3276
H -0.4642 0.5585 -5.5493
H -0.6726 -0.8151 -4.4258
O 0.9561 -4.9898 -1.8681
S -0.4432 -5.1128 -1.5866
O -1.3830 -4.9261 -2.6494
O -0.8062 -4.1629 -0.3694
C -0.3861 -2.7764 -0.4684
C -1.2535 -1.9637 -1.3993
C -0.7688 -6.6432 -0.7859
H 0.6624 -2.7536 -0.7694
H -0.4486 -2.4095 0.5544
H -1.1417 -2.2953 -2.4306
H -0.9608 -0.9165 -1.3433
H -2.3063 -2.0545 -1.1311
H -0.0646 -6.7681 0.0315
H -0.6315 -7.4184 -1.5365
H -1.7951 -6.6358 -0.4293

=====

39
Properties=species:S:1:pos:R:3 method="wB97M-V/def2-TZVPD" largest_force_ev_per_a=1.11 e_above_lowest_ev=1.383 e_lumo_ev=0.8 homo_ev=-6.14
Pd -0.5116 0.3691 -0.8900
N 2.0916 -0.1614 -0.1784
C 2.2448 -0.5045 1.2320
C 1.3073 0.2626 2.1905
N -0.1082 0.2105 1.8239
C -0.7873 -0.9942 2.3040
C -0.6685 -2.2287 1.4002
N -1.1020 -1.9267 0.0415
C -0.8501 1.4172 2.2089
C -2.0171 1.7262 1.2637
N -1.5347 2.3902 0.0385
H 2.2026 0.8417 -0.2716
H 1.0822 -0.3709 -0.4273
H 2.1056 -1.5801 1.3372
H 3.2710 -0.2879 1.5418
H 1.4684 -0.1028 3.2185
H 1.6212 1.3080 2.1620
H -0.4263 -1.2634 3.3085
H -1.8526 -0.7666 2.3906
H 0.3614 -2.5791 1.3603
H -1.2589 -3.0237 1.8753
H -0.9250 -2.6945 -0.5918
H -2.0934 -1.7243 0.0054
H -1.2255 1.3436 3.2401
H -0.1687 2.2692 2.1748
H -2.4872 0.7933 0.9497
H -2.7595 2.3276 1.8052
H -2.2981 2.5222 -0.6112
H -1.1509 3.2995 0.2634
N 1.0464 0.9579 -3.0768
C 0.8192 -0.1722 -3.7701
N 1.8149 -0.6459 -4.5689
N -0.3170 -0.8171 -3.7685
C -1.3076 -0.4468 -2.9727
N -2.3414 -0.2457 -2.4571
H 1.9847 1.3055 -2.9950
H 0.3393 1.1632 -2.2871
H 2.7605 -0.3990 -4.3378
H 1.6706 -1.5723 -4.9317

=====

35
Properties=species:S:1:pos:R:3 method="wB97M-V/def2-TZVPD" largest_force_ev_per_a=3.40 e_above_lowest_ev=0.694 smiles=C1CCOC1.C1CCOC1.O.O.O e_lumo_ev=0.4 homo_ev=-9.41
C 0.1228 -0.9675 -2.7248
C 1.4969 -0.8170 -2.0840
C 1.5397 -2.0567 -1.2431
O 0.1521 -2.2691 -0.7848
C -0.6633 -1.9227 -1.8670
H 0.1172 -1.2605 -3.7064
H -0.4165 0.0001 -2.6296
H 1.5331 0.0392 -1.4098
H 2.3103 -0.7844 -2.8458
H 2.0868 -1.9474 -0.3064
H 1.9613 -2.9181 -1.7286
H -1.4809 -1.3414 -1.3472
H -1.0135 -2.7357 -2.4459
C -0.9809 1.8273 1.2607
C -0.7819 1.5024 -0.2610
C -1.8391 2.4313 -0.9667
O -2.1968 3.3663 0.0707
C -1.2613 3.3373 1.1413
H -0.1413 1.5583 1.8562
H -1.8159 1.2926 1.7095
H -0.8732 0.4640 -0.4774
H 0.2350 1.8334 -0.5436
H -2.6590 1.8914 -1.3016
H -1.3771 2.8876 -1.8418
H -1.7339 3.7130 1.9853
H -0.3864 4.0271 0.9278
O 0.5602 -0.6509 3.1346
H 0.2201 -1.4332 2.6559
H 0.6431 -0.9750 4.0381
O 2.4014 1.0382 2.1846
H 1.8666 0.3526 2.5478
H 2.5658 0.6709 1.2932
O 0.2156 -3.1546 2.0000
H -0.1811 -3.7843 2.5760
H -0.2259 -3.2146 1.1340

=====

38
Properties=species:S:1:pos:R:3 method="wB97M-V/def2-TZVPD" largest_force_ev_per_a=4.81 e_above_lowest_ev=3.908 charge=+1 s_squared=3.751 multiplicity=4 e_lumo_ev="-3.6 / -3.9" homo_ev="-10.46 / -13.01"
Ti 0.6628 1.2610 0.7870
C 3.3169 -0.6622 -1.9532
O 3.5600 0.1783 -0.8587
H 3.7221 -0.5071 -2.9532
H 3.5963 -1.6920 -1.7310
H 2.2541 -0.6728 -2.1950
H 4.5151 0.2321 -0.7784
C 0.3645 -1.2785 4.3886
O -0.5042 -0.5015 3.4824
H 0.2565 -2.3296 4.1209
H 1.4436 -1.1250 4.3898
H 0.0173 -0.9363 5.3635
H -1.4166 -0.7859 3.5730
C 0.4309 4.4140 4.3719
O 0.9005 4.1931 3.0626
H 1.2804 4.6167 5.0242
H -0.2079 5.2972 4.3685
H -0.2763 3.6990 4.7925
H 1.1175 5.0524 2.6937
C 1.4547 3.8433 -3.0571
O 0.5400 3.5898 -2.0673
H 0.8878 4.4189 -3.7888
H 2.2656 4.4249 -2.6185
H 1.9535 2.9226 -3.3599
H -0.3454 3.6673 -2.4300
C -2.8865 -4.2491 -0.7331
C -1.8501 -3.3964 -1.4713
C -2.2979 -3.3108 -2.9332
O -2.9067 -2.0578 -2.9329
C -2.5592 -1.3839 -1.8742
O -2.7639 -0.1832 -1.7774
O -1.8269 -2.1233 -0.9840
H -2.7008 -5.3027 -0.9421
H -3.9549 -4.0891 -0.8784
H -2.8169 -4.1561 0.3507
H -0.8945 -3.9207 -1.4808
H -2.9097 -4.0631 -3.4310
H -1.4214 -3.0834 -3.5399

=====

The electronic energy results, record by record, are as follows: -3314.3154 -2020.0748 -2621.5018 -883.8989 -694.1563 -1693.7031 hartree.